[1]
A structure of composition C8H12O6Rb in a non-equilibrium geometry, computed with ωB97M-V/def2-TZVPD.

Values from the calculation:
Total charge: +1
Total energy in a.u.: -787.34359
Orbital gap in eV: 9.0
Strongest force on any atom in eV/A: 5.0
Multiplicity: 1

Atoms and positions in Å:
Rb1 -3.2222 0.6175 -2.3386
C1 -0.4215 4.6197 2.3800
C2 0.2466 3.2091 2.6559
C3 -0.3139 2.5914 3.9478
O1 -0.9665 1.5069 3.4283
C4 -0.6719 1.3480 2.1308
O2 -1.0594 0.3427 1.5168
O3 -0.0744 2.3957 1.5626
H1 -0.0374 4.9644 1.4199
H2 -0.0949 5.2842 3.1798
H3 -1.5076 4.6920 2.3233
H4 1.3256 3.3464 2.5858
H5 -0.9473 3.2491 4.5429
H6 0.5033 2.2460 4.5811
C5 0.7436 -1.5494 -2.6922
C6 1.1427 -2.9767 -2.3103
C7 0.0169 -3.7683 -1.5971
O4 -0.5130 -4.6128 -2.5605
C8 0.2601 -4.6045 -3.7240
O5 0.0307 -5.2460 -4.7276
O6 1.3036 -3.7544 -3.5267
H7 1.6478 -1.3385 -3.2631
H8 0.7817 -0.7930 -1.9083
H9 0.0040 -1.5074 -3.4918
H10 2.1554 -2.9040 -1.9138
H11 -0.7257 -2.9880 -1.4308
H12 0.3937 -4.3702 -0.7702

***

[2]
A cluster of 2 separate species, C4H9INO in total in a non-equilibrium geometry, computed with ωB97M-V/def2-TZVPD.

Values from the calculation:
Total charge: +1
Total energy in a.u.: -585.10645
Orbital gap (alpha / beta) in eV: 8.3 / 8.3
Strongest force on any atom in eV/A: 4.8
Multiplicity: 1

Atoms and positions in Å:
C1 -0.1349 -2.2681 1.0315
C2 0.8064 1.6750 -0.0901
C3 0.4907 0.4354 0.7116
C4 -0.7719 -0.2022 0.1643
N1 -0.6623 -0.3727 -1.3078
O1 0.6625 -2.6181 0.2596
I1 -2.8036 0.3856 0.5827
H1 -0.5215 -2.4108 2.1216
H2 0.0759 2.4185 0.0390
H3 0.8957 1.4760 -1.2052
H4 1.7997 1.9312 0.2531
H5 0.4663 0.7330 1.7750
H6 1.4370 -0.1476 0.6751
H7 -1.1305 0.4495 -1.6722
H8 -0.8699 -1.2451 -1.7745
H9 0.2604 -0.2398 -1.5638

***

[3]
A structure of composition C15H30FO5Ti in a non-equilibrium geometry, computed with ωB97M-V/def2-TZVPD.

Values from the calculation:
Total energy in a.u.: -1914.97212
Orbital gap (alpha / beta) in eV: 3.8 / 9.4
Strongest force on any atom in eV/A: 3.3
Multiplicity: 4

Atoms and positions in Å:
Ti1 -0.0621 -0.4143 0.4856
F1 -1.3695 -1.3145 2.3103
C1 0.3104 -3.3071 -3.4982
C2 -0.3692 -2.9569 -2.1362
O1 0.1482 -2.3256 -1.2191
C3 -1.7556 -3.5686 -2.0771
H1 1.1949 -2.6841 -3.6309
H2 -0.3128 -3.2793 -4.3920
H3 0.5798 -4.3625 -3.4592
H4 -1.8467 -4.6511 -1.9867
H5 -2.2907 -3.2986 -2.9875
H6 -2.3010 -3.1156 -1.2492
C4 2.1762 -2.5517 3.2181
C5 1.7543 -1.1074 2.9809
O2 1.9052 -0.7424 1.8560
C6 1.4783 -0.2752 4.1711
H7 2.7866 -2.8660 2.3715
H8 1.3431 -3.2271 3.4126
H9 2.7243 -2.5521 4.1603
H10 0.8241 -0.7086 4.9276
H11 1.0328 0.6716 3.8659
H12 2.4293 -0.0387 4.6483
C7 -4.0969 -0.6489 -0.6594
C8 -3.0781 0.3606 -1.0583
O3 -1.9701 0.0906 -1.4269
C9 -3.5634 1.8188 -1.1525
H13 -5.1155 -0.2771 -0.7702
H14 -3.8361 -0.9284 0.3614
H15 -4.0793 -1.6209 -1.1524
H16 -3.3844 2.2944 -0.1882
H17 -4.6209 1.9684 -1.3702
H18 -2.9277 2.3042 -1.8930
C10 3.1412 1.9745 -1.5762
C11 2.3105 0.7026 -1.6217
O4 1.0911 0.8252 -1.4405
C12 2.9687 -0.6281 -1.8247
H19 3.5886 2.1416 -2.5560
H20 3.9039 1.8397 -0.8092
H21 2.5920 2.8895 -1.3541
H22 2.6009 -1.1588 -2.7029
H23 2.9015 -1.3077 -0.9751
H24 4.0273 -0.5013 -2.0510
C13 -0.8524 3.8396 0.3059
C14 -0.2308 3.0134 1.3905
O5 -0.1231 1.8047 1.2971
C15 0.3288 3.8316 2.5625
H25 -1.8536 4.0086 0.7022
H26 -0.9576 3.2926 -0.6311
H27 -0.3901 4.8132 0.1437
H28 -0.5421 4.1708 3.1234
H29 1.0228 4.6191 2.2688
H30 0.7652 3.1432 3.2862

***

[4]
A cluster of 2 separate species, C3H7BrFP in total in a non-equilibrium geometry, computed with ωB97M-V/def2-TZVPD.

Values from the calculation:
Total energy in a.u.: -3133.58775
Orbital gap (alpha / beta) in eV: 7.5 / 8.2
Strongest force on any atom in eV/A: 4.0
Multiplicity: 1

Atoms and positions in Å:
C1 -0.8797 1.8520 -0.0908
C2 -0.5374 0.3610 -0.3318
C3 0.7758 -0.0062 0.3330
F1 -1.5310 -0.5337 0.0078
P1 0.9030 -2.9328 -0.4046
Br1 2.1297 0.7890 -0.4767
H1 -0.7289 2.4586 -0.9154
H2 -0.2386 2.2679 0.7997
H3 -1.9552 2.0908 0.1714
H4 -0.2401 0.2672 -1.4256
H5 0.8725 -0.1974 1.4589
H6 -0.3764 -3.3512 0.1146
H7 1.8064 -3.0651 0.7596

***

[5]
The molecule C4H7N3O in a non-equilibrium geometry, computed with ωB97M-V/def2-TZVPD.

Values from the calculation:
Total energy in a.u.: -395.95530
Orbital gap in eV: 9.3
Strongest force on any atom in eV/A: 3.7
Multiplicity: 1

Atoms and positions in Å:
N1 -0.9330 -1.6083 -0.3965
N2 -1.1779 -0.4165 0.2598
C1 -1.3085 0.8604 -0.4090
C2 -0.4937 0.7944 0.8273
C3 0.9832 0.6653 0.7529
N3 1.5404 0.3597 -0.5981
C4 1.4838 -0.6704 0.2939
O1 1.9867 -1.7192 0.5560
H1 -1.7716 -2.0724 -0.7323
H2 -0.2898 -1.6145 -1.1854
H3 -0.7889 1.0160 -1.3493
H4 -2.2976 1.2958 -0.3514
H5 -0.8951 1.1268 1.7764
H6 1.5702 1.1999 1.4920
H7 2.3918 0.7829 -0.9363

***

[6]
A structure of composition C26H22NPtS4 in a non-equilibrium geometry, computed with ωB97M-V/def2-TZVPD.

Values from the calculation:
Total charge: +1
Total energy in a.u.: -2770.51388
Orbital gap (alpha / beta) in eV: 6.4 / 4.4
Strongest force on any atom in eV/A: 1.3
Multiplicity: 5

Atoms and positions in Å:
Pt1 0.4730 -0.2595 0.3357
S1 2.4170 -1.3169 1.1785
C1 2.7625 -0.1066 2.4400
C2 3.3947 -0.5110 3.6170
C3 3.6550 0.3827 4.6411
C4 3.3030 1.7218 4.5217
C5 2.7083 2.1585 3.3505
C6 2.4299 1.2493 2.3374
S2 1.7675 1.8149 0.7820
C7 0.3500 2.8714 1.2219
C8 -0.9887 2.4604 0.6291
C9 -2.1125 3.2496 0.8543
C10 -3.3234 2.8561 0.3185
C11 -3.3965 1.6896 -0.4349
C12 -2.2395 0.9644 -0.6337
C13 -2.2121 -0.2874 -1.4734
S3 -1.4037 -1.6945 -0.6142
C14 -0.5282 -2.4390 -1.9622
C15 -0.9457 -3.6653 -2.4308
C16 -0.2633 -4.2844 -3.4809
C17 0.8231 -3.6639 -4.0794
C18 1.2429 -2.4241 -3.6324
C19 0.5971 -1.8044 -2.5480
S4 1.2163 -0.3291 -1.9588
N1 -1.0697 1.3576 -0.1113
H1 3.6706 -1.5522 3.7246
H2 4.1399 0.0286 5.5412
H3 3.5010 2.4192 5.3235
H4 2.4752 3.2082 3.2192
H5 0.5780 3.8786 0.8706
H6 0.2827 2.9203 2.3095
H7 -2.0301 4.1535 1.4433
H8 -4.2131 3.4467 0.4924
H9 -4.3322 1.3496 -0.8564
H10 -1.6347 -0.1031 -2.3801
H11 -3.2219 -0.5751 -1.7580
H12 -1.8056 -4.1448 -1.9821
H13 -0.5994 -5.2490 -3.8366
H14 1.3420 -4.1464 -4.8960
H15 2.0911 -1.9310 -4.0884
C20 -0.8147 -0.3881 2.8622
C21 -2.0068 -1.0896 2.6696
C22 -3.2048 -0.4125 2.3252
C23 -4.3718 -1.1088 2.0978
C24 -4.3883 -2.5004 2.2025
C25 -3.2207 -3.1884 2.5356
C26 -2.0462 -2.5051 2.7601
H16 0.0733 -0.8964 3.2164
H17 -0.8256 0.6941 2.9238
H18 -3.1889 0.6693 2.2604
H19 -5.2812 -0.5759 1.8497
H20 -5.3072 -3.0453 2.0332
H21 -3.2382 -4.2670 2.6223
H22 -1.1371 -3.0398 3.0071